Formula: C48H120N8O16
Source: the Open Molecules 2025 dataset
Level of theory: the ωB97M-V functional and the def2-TZVPD basis

E_HOMO (eV): -8.42
Energy (eV): -96386.417
ΔE to the lowest compared entry with this formula, charge and spin (kcal/mol): 145.8
Structure (SMILES): COCCNCCOC.COCCNCCOC.COCCNCCOC.COCCNCCOC.COCCNCCOC.COCCNCCOC.COCCNCCOC.COCCNCCOC
LUMO (eV): 0.418
HOMO-LUMO gap (eV): 8.8

Each line ends with the Löwdin charge.
Positions of all 192 atoms, in Å:
C: 0.28067 2.53773 -0.88224  -0.0719
O: 1.03677 1.33157 -0.53839  -0.1867
C: 1.97623 1.57072 0.44793  -0.2820
C: 2.27308 0.28376 1.13298  -0.2339
N: 1.25358 -0.18819 2.04940  -0.0680
C: 1.42851 -1.62532 2.28077  -0.2045
C: 0.37270 -2.02006 3.28263  -0.2424
O: -0.99137 -1.75634 2.91941  -0.1700
C: -1.85693 -1.66696 4.04319  -0.1141
H: 0.95482 3.39093 -0.95758  0.0733
H: -0.36885 2.85031 -0.06461  0.0842
H: -0.14869 2.46443 -1.88142  0.0858
H: 1.74938 2.36392 1.16026  0.1256
H: 2.81649 1.94966 -0.13387  0.1249
H: 3.14500 0.57454 1.71890  0.1187
H: 2.49904 -0.51755 0.42945  0.1185
H: 0.34361 0.00723 1.65716  0.1058
H: 2.39515 -1.74029 2.77118  0.1302
H: 1.22891 -2.07866 1.30982  0.1229
H: 0.70202 -1.52768 4.19761  0.1164
H: 0.56075 -3.06053 3.54752  0.1165
H: -1.84404 -0.67752 4.50028  0.0833
H: -1.68468 -2.33405 4.88782  0.0810
H: -2.84101 -1.94926 3.66906  0.0865
C: 7.71290 -5.32797 6.81175  -0.1091
O: 6.65421 -5.65444 7.70770  -0.1883
C: 6.91954 -6.84026 8.44146  -0.2186
C: 6.06048 -6.78523 9.74434  -0.2010
N: 6.54145 -5.97034 10.87888  -0.0698
C: 5.51661 -5.79373 11.91112  -0.1967
C: 5.80709 -4.57751 12.87801  -0.1624
O: 6.13639 -3.32523 12.18308  -0.2118
C: 6.19913 -2.13173 12.91906  -0.1271
H: 7.44885 -5.83048 5.88124  0.0828
H: 8.72826 -5.62046 7.07929  0.0827
H: 7.72340 -4.25335 6.62947  0.0839
H: 7.94105 -6.85304 8.82150  0.1130
H: 6.73602 -7.75635 7.88003  0.1188
H: 6.06566 -7.80729 10.12311  0.1113
H: 5.07773 -6.45445 9.40838  0.1101
H: 6.97631 -5.11364 10.56729  0.1020
H: 5.37709 -6.71154 12.48235  0.1131
H: 4.55114 -5.57080 11.45697  0.1025
H: 6.62652 -4.82619 13.55240  0.1100
H: 4.95207 -4.41919 13.53526  0.1079
H: 5.41534 -2.09967 13.67586  0.0766
H: 6.08286 -1.23823 12.30569  0.0877
H: 7.12268 -2.12434 13.49794  0.0824
C: -2.44370 -1.00089 -6.77138  -0.1380
O: -2.75008 -2.31653 -6.46583  -0.1874
C: -2.44227 -2.71560 -5.13118  -0.1917
C: -3.34640 -2.16739 -3.99009  -0.1952
N: -4.80382 -2.21704 -4.28931  -0.0644
C: -5.69729 -1.48507 -3.39184  -0.2074
C: -5.75334 -1.98688 -1.95263  -0.2179
O: -6.55915 -1.16266 -1.14913  -0.1959
C: -7.89786 -1.39216 -1.18852  -0.1442
H: -1.43540 -0.60362 -6.65473  0.0870
H: -3.04274 -0.31822 -6.16872  0.0787
H: -2.73636 -0.97653 -7.82108  0.0960
H: -1.36462 -2.65230 -4.98027  0.1213
H: -2.67766 -3.77689 -5.05164  0.1157
H: -3.13187 -1.11874 -3.78409  0.0993
H: -3.16457 -2.65663 -3.03318  0.1103
H: -4.94081 -1.85991 -5.22408  0.0951
H: -6.69441 -1.47706 -3.83204  0.1166
H: -5.35666 -0.45330 -3.30525  0.1149
H: -4.78887 -1.93983 -1.44696  0.1231
H: -6.16263 -2.99570 -1.89944  0.1198
H: -7.98012 -2.46164 -0.99468  0.0881
H: -8.34184 -1.22670 -2.17015  0.0795
H: -8.38873 -0.70797 -0.49641  0.0968
C: -9.42823 -11.50135 1.76195  -0.0752
O: -9.11360 -11.03403 3.08943  -0.1973
C: -8.65576 -9.72714 3.29563  -0.2222
C: -9.71306 -8.65808 2.87281  -0.1727
N: -10.93987 -8.77992 3.71508  -0.0749
C: -12.08223 -8.07556 3.18203  -0.2158
C: -13.33403 -8.68813 3.88943  -0.2020
O: -13.26264 -10.08061 3.58376  -0.2041
C: -13.88795 -10.88274 4.56037  -0.1200
H: -10.17326 -10.86000 1.29112  0.0738
H: -9.86717 -12.49235 1.87756  0.0877
H: -8.54317 -11.57645 1.13018  0.0850
H: -7.68098 -9.52620 2.85120  0.1113
H: -8.40581 -9.63450 4.35253  0.1181
H: -9.95224 -8.88606 1.83409  0.0890
H: -9.51628 -7.59691 3.02548  0.1157
H: -11.13636 -9.74509 3.93858  0.0949
H: -12.21300 -8.14601 2.10219  0.1084
H: -11.99993 -7.00840 3.38819  0.1113
H: -14.30677 -8.33561 3.54648  0.1168
H: -13.27316 -8.39632 4.93788  0.1172
H: -13.38653 -10.86173 5.52797  0.0870
H: -13.93377 -11.92928 4.25911  0.0859
H: -14.92062 -10.58602 4.74380  0.0821
C: 9.30972 1.92313 -11.41579  -0.1134
O: 8.59639 1.86695 -10.20154  -0.2069
C: 8.32892 3.10079 -9.55914  -0.2187
C: 7.59635 2.89496 -8.19877  -0.2004
N: 8.34891 1.88724 -7.43425  -0.0599
C: 7.60348 1.65322 -6.21017  -0.2215
C: 8.40613 0.76549 -5.27027  -0.2654
O: 7.99194 -0.54795 -5.51594  -0.1793
C: 8.68266 -1.47202 -4.61505  -0.0830
H: 9.48820 0.91688 -11.79486  0.0860
H: 10.33433 2.24299 -11.22610  0.0823
H: 8.84792 2.55801 -12.17194  0.0865
H: 7.57065 3.60683 -10.15668  0.1110
H: 9.22588 3.71988 -9.54228  0.1197
H: 6.58534 2.53104 -8.38180  0.1135
H: 7.55422 3.92150 -7.83471  0.1168
H: 8.41742 1.06517 -8.01702  0.1075
H: 6.66956 1.12224 -6.39444  0.1243
H: 7.54168 2.63938 -5.74999  0.1194
H: 8.13711 1.14780 -4.28560  0.1149
H: 9.46872 0.94516 -5.43374  0.1230
H: 8.66452 -1.28408 -3.54153  0.0820
H: 9.71659 -1.52434 -4.95617  0.0821
H: 8.25637 -2.47025 -4.71462  0.0797
C: -6.51692 4.13138 -9.42328  -0.1286
O: -5.44211 3.80897 -10.22975  -0.2145
C: -5.37726 3.90863 -11.64377  -0.1855
C: -6.28185 2.88819 -12.45438  -0.2024
N: -5.99377 2.84257 -13.89107  -0.0621
C: -6.67374 3.95223 -14.54852  -0.2218
C: -6.56936 3.90786 -16.05824  -0.2477
O: -7.34185 2.84105 -16.47123  -0.1900
C: -7.47427 2.60282 -17.87647  -0.0840
H: -6.97322 5.09771 -9.63803  0.0830
H: -6.25137 4.23834 -8.37155  0.0866
H: -7.17849 3.28745 -9.61880  0.0871
H: -4.34432 3.77289 -11.96429  0.1238
H: -5.82220 4.88587 -11.83116  0.1050
H: -7.30177 3.20338 -12.23406  0.1008
H: -6.06646 1.93335 -11.97481  0.1172
H: -6.15689 1.95386 -14.34240  0.1068
H: -6.20268 4.83292 -14.11194  0.1125
H: -7.69922 4.02943 -14.18724  0.1155
H: -5.54047 3.64402 -16.30295  0.1273
H: -6.86413 4.88915 -16.43009  0.1237
H: -8.44676 2.19675 -18.15483  0.0817
H: -6.75849 1.85600 -18.22000  0.0825
H: -7.36615 3.52571 -18.44627  0.0832
C: 1.55720 7.46984 9.27223  -0.1057
O: 0.53205 6.50026 9.14058  -0.1903
C: 0.94150 5.36518 8.44719  -0.2417
C: -0.15870 4.30241 8.43854  -0.2025
N: -1.29121 4.47177 7.53412  -0.0556
C: -0.88518 4.20367 6.14429  -0.2182
C: -1.97162 4.46566 5.09851  -0.2128
O: -2.28292 5.87328 5.09786  -0.2061
C: -3.38032 6.27546 4.23660  -0.0832
H: 2.46557 7.02451 9.67800  0.0837
H: 1.19826 8.32321 9.84759  0.0891
H: 1.82842 7.86798 8.29445  0.0811
H: 1.87832 4.92894 8.79385  0.1222
H: 1.02061 5.77921 7.44199  0.1123
H: -0.61085 4.25688 9.42928  0.1165
H: 0.24825 3.31018 8.24366  0.1134
H: -1.66102 5.41132 7.55836  0.1029
H: -0.63866 3.14208 6.16294  0.1156
H: 0.00639 4.74043 5.82013  0.1054
H: -2.79778 3.76937 5.24263  0.1176
H: -1.56506 4.22941 4.11514  0.1133
H: -4.19950 5.58606 4.44100  0.0816
H: -3.10132 6.27285 3.18292  0.0792
H: -3.70162 7.28831 4.47950  0.0817
C: 6.83307 3.09751 4.82487  -0.1098
O: 8.06796 3.69747 4.52671  -0.1703
C: 8.16246 4.99413 4.96272  -0.2356
C: 7.41377 6.16621 4.15879  -0.1853
N: 7.84354 6.24861 2.75664  -0.0637
C: 6.92653 7.17013 2.14607  -0.2356
C: 7.35785 7.58199 0.70048  -0.2250
O: 8.61174 8.15124 0.91015  -0.1994
C: 9.07438 8.80703 -0.27171  -0.0935
H: 6.57956 2.28827 4.14006  0.0888
H: 6.00119 3.78854 4.68860  0.0767
H: 6.78843 2.76061 5.86053  0.0873
H: 9.21390 5.27716 5.01232  0.1158
H: 7.86483 5.01390 6.01111  0.1099
H: 7.61664 7.10781 4.66902  0.1103
H: 6.33463 6.01496 4.18504  0.1007
H: 8.75606 6.66558 2.64028  0.1040
H: 6.71367 7.96839 2.85710  0.1122
H: 6.02051 6.58239 1.99842  0.1132
H: 6.54993 8.20072 0.30990  0.1170
H: 7.46918 6.73554 0.02281  0.1230
H: 8.39963 9.58439 -0.63019  0.0845
H: 9.24162 8.06911 -1.05631  0.0874
H: 10.00253 9.31034 -0.00094  0.0874

---

Formula: C4H17N2O2
Source: the Open Molecules 2025 dataset
Level of theory: the ωB97M-V functional and the def2-TZVPD basis

Multiplicity: 2
E_HOMO (alpha / beta) (eV): -2.45 / -9.34
Energy (eV): -11492.287
ΔE to the lowest compared entry with this formula, charge and spin (kcal/mol): 97.0
<S²>: 0.7506
LUMO (alpha / beta) (eV): 0.492 / 0.334
HOMO-LUMO gap (alpha / beta) (eV): 2.9 / 9.7

Each line ends with the Löwdin charge.
Positions of all 25 atoms, in Å:
C: 0.08703 -0.37899 0.55348  -0.2122
N: -0.05977 1.09092 0.46832  -0.0256
C: -1.52397 1.36233 0.89601  -0.1758
C: 0.75108 -0.90484 -0.75583  -0.2512
N: 0.43841 -0.09452 -1.93619  -0.1477
C: 1.69692 0.51483 -2.39812  -0.2138
H: 0.72349 -0.48808 1.54756  0.1381
H: -0.81708 -0.97676 0.51824  0.0674
H: 0.47310 1.58505 1.02826  -0.0111
H: -1.63253 1.21342 2.00569  0.0638
H: -1.83194 2.38307 0.97663  0.0177
H: -1.98188 0.54269 0.15515  0.1123
H: 1.87713 -0.84214 -0.56014  0.1080
H: 0.36739 -1.98138 -0.78827  0.1247
H: -0.01048 1.49224 -0.53285  0.1297
H: -0.10057 -0.52121 -2.77768  0.1470
H: 2.06856 0.21009 -3.45462  0.0832
H: 1.64187 1.61219 -2.63541  0.0602
H: 2.68954 0.25183 -1.86355  0.0930
H: 1.44015 -0.35692 4.00602  -0.0356
H: 1.10713 1.10703 4.11657  0.0273
O: 1.44773 0.41079 3.53556  -0.0906
H: -3.32995 -1.76500 -1.05264  0.1020
H: -2.84923 -3.19136 -0.64604  0.0190
O: -2.67213 -2.27528 -0.40616  -0.1299

---

- What is the formula in the second record?
  C4H17N2O2

---

- The highest ΔE to the lowest compared entry with this formula, charge and spin belongs to which entry?
  C48H120N8O16

---

- Which of these has the lowest ΔE to the lowest compared entry with this formula, charge and spin?
  C4H17N2O2

---

- Which formula does entry 2 have?
  C4H17N2O2